DFT (the ωB97M-V functional and the def2-TZVPD basis) results for a cluster of 13 separate species, C31H62O47S8 in total.

Calculated values
DFT total energy   -7939.7702 a.u.
LUMO level   0.05 eV

Each atom is followed by the atoms it is bonded to, with distances in Å.
CARTESIAN COORDINATES (ANGSTROEM)
1 C 1.836 -8.127 -0.819  C2 1.597, O7 1.397, H8 1.090, H9 1.090
2 C 1.829 -7.202 0.482  C1 1.597, O3 1.372, H10 1.090, H11 1.090
3 O 1.623 -6.030 -0.203  C2 1.372, S4 1.688
4 S 2.754 -5.840 -1.441  O3 1.688, O5 1.446, O6 1.502, O7 1.640
5 O 4.067 -5.848 -0.837  S4 1.446
6 O 2.361 -4.793 -2.444  S4 1.502
7 O 2.327 -7.362 -1.880  C1 1.397, S4 1.640
8 H 0.915 -8.589 -1.176  C1 1.090
9 H 2.566 -8.927 -0.698  C1 1.090
10 H 2.765 -7.344 1.022  C2 1.090
11 H 0.998 -7.462 1.137  C2 1.090
12 C 4.894 3.551 -2.504  C13 1.508, O18 1.446, H19 1.090, H20 1.090
13 C 4.837 3.791 -3.992  C12 1.508, O14 1.369, H21 1.090, H22 1.090
14 O 4.131 2.779 -4.586  C13 1.369, S15 1.666
15 S 4.317 1.388 -3.689  O14 1.666, O16 1.471, O17 1.501, O18 1.636
16 O 5.297 0.464 -4.280  S15 1.471
17 O 2.994 0.821 -3.262  S15 1.501
18 O 4.895 2.114 -2.341  C12 1.446, S15 1.636
19 H 3.934 3.877 -2.105  C12 1.090
20 H 5.609 4.201 -2.000  C12 1.090
21 H 5.804 3.872 -4.488  C13 1.090
22 H 4.464 4.761 -4.317  C13 1.090
23 C -0.752 2.594 -3.193  C24 1.521, O29 1.444, H30 1.090, H31 1.090
24 C -0.990 2.014 -4.579  C23 1.521, O25 1.481, H32 1.090, H33 1.090
25 O -0.406 2.872 -5.635  C24 1.481, S26 1.625
26 S -0.166 4.331 -4.959  O25 1.625, O27 1.491, O28 1.462, O29 1.595
27 O -1.456 5.075 -5.032  S26 1.491
28 O 1.086 4.939 -5.406  S26 1.462
29 O 0.078 3.735 -3.500  C23 1.444, S26 1.595
30 H -0.308 1.829 -2.556  C23 1.090
31 H -1.655 3.015 -2.749  C23 1.090
32 H -2.034 1.732 -4.713  C24 1.090
33 H -0.553 1.015 -4.552  C24 1.090
34 C -2.438 -0.018 6.578  C35 1.517, O40 1.480, H41 1.090, H42 1.090
35 C -2.822 1.449 6.519  C34 1.517, O36 1.456, H43 1.090, H44 1.090
36 O -1.563 1.969 6.006  C35 1.456, S37 1.680
37 S -0.604 0.987 5.037  O36 1.680, O38 1.437, O39 1.481, O40 1.663
38 O 0.742 1.006 5.539  S37 1.437
39 O -0.768 1.194 3.580  S37 1.481
40 O -1.467 -0.353 5.512  C34 1.480, S37 1.663
41 H -3.325 -0.623 6.387  C34 1.090
42 H -2.012 -0.273 7.548  C34 1.090
43 H -3.102 1.826 7.503  C35 1.090
44 H -3.683 1.731 5.914  C35 1.090
45 C 4.683 0.242 0.670  C46 1.560, O51 1.406, H52 1.090, H53 1.090
46 C 3.260 0.457 1.272  C45 1.560, O47 1.382, H54 1.090, H55 1.090
47 O 3.108 1.827 1.366  C46 1.382, S48 1.626
48 S 4.516 2.606 1.599  O47 1.626, O49 1.421, O50 1.451, O51 1.642
49 O 4.932 2.410 2.944  S48 1.421
50 O 4.525 3.952 1.056  S48 1.451
51 O 5.205 1.543 0.554  C45 1.406, S48 1.642
52 H 4.700 -0.234 -0.310  C45 1.090
53 H 5.351 -0.291 1.347  C45 1.090
54 H 3.101 -0.075 2.210  C46 1.090
55 H 2.440 0.048 0.682  C46 1.090
56 C -3.973 -0.681 -2.445  C57 1.514, O62 1.453, H63 1.090, H64 1.090
57 C -5.088 -0.665 -1.422  C56 1.514, O58 1.385, H65 1.090, H66 1.090
58 O -4.661 -1.368 -0.307  C57 1.385, S59 1.657
59 S -3.725 -2.656 -0.766  O58 1.657, O60 1.469, O61 1.481, O62 1.701
60 O -4.673 -3.732 -1.084  S59 1.469
61 O -2.690 -2.907 0.264  S59 1.481
62 O -3.111 -1.798 -2.101  C56 1.453, S59 1.701
63 H -3.358 0.218 -2.388  C56 1.090
64 H -4.473 -0.839 -3.401  C56 1.090
65 H -5.927 -1.177 -1.892  C57 1.090
66 H -5.302 0.323 -1.012  C57 1.090
67 C -1.912 8.395 -0.119  C68 1.488, O73 1.416, H74 1.090, H75 1.090
68 C -3.025 8.020 0.794  C67 1.488, O69 1.394, H76 1.090, H77 1.090
69 O -3.165 6.634 0.762  C68 1.394, S70 1.663
70 S -2.554 5.957 -0.628  O69 1.663, O71 1.422, O72 1.457, O73 1.685
71 O -3.655 5.853 -1.523  S70 1.422
72 O -1.762 4.752 -0.418  S70 1.457
73 O -1.650 7.326 -1.009  C67 1.416, S70 1.685
74 H -1.002 8.709 0.393  C67 1.090
75 H -2.330 9.276 -0.606  C67 1.090
76 H -4.020 8.386 0.541  C68 1.090
77 H -2.790 8.352 1.806  C68 1.090
78 C 0.236 -4.048 2.068  C79 1.495, O84 1.435, H85 1.090, H86 1.090
79 C -0.426 -3.192 3.101  C78 1.495, O80 1.401, H87 1.090, H88 1.090
80 O -0.195 -3.793 4.345  C79 1.401, S81 1.671
81 S -0.102 -5.458 4.234  O80 1.671, O82 1.470, O83 1.475, O84 1.696
82 O -1.402 -6.079 4.527  S81 1.470
83 O 1.093 -5.953 4.944  S81 1.475
84 O 0.258 -5.388 2.578  C78 1.435, S81 1.696
85 H 1.265 -3.751 1.868  C78 1.090
86 H -0.392 -3.891 1.191  C78 1.090
87 H -1.502 -3.202 2.927  C79 1.090
88 H -0.056 -2.168 3.077  C79 1.090
89 C -1.439 4.685 2.661  O90 1.363, H95 1.090, H96 1.090, H97 1.090
90 O -1.298 6.035 2.798  C89 1.363, C91 1.405
91 C -1.717 6.733 3.943  O90 1.405, O92 1.218, O93 1.334
92 O -1.618 7.945 4.005  C91 1.218
93 O -2.528 5.968 4.675  C91 1.334, C94 1.433
94 C -3.114 6.544 5.850  O93 1.433, H98 1.090, H99 1.090, H100 1.090
95 H -2.393 4.336 2.268  C89 1.090
96 H -1.094 4.235 3.592  C89 1.090
97 H -0.728 4.398 1.886  C89 1.090
98 H -2.297 6.860 6.498  C94 1.090
99 H -3.913 5.992 6.345  C94 1.090
100 H -3.556 7.443 5.421  C94 1.090
101 C 4.724 -2.778 -3.528  O102 1.510, H107 1.090, H108 1.090, H109 1.090
102 O 5.194 -2.260 -2.190  C101 1.510, C103 1.303
103 C 6.282 -2.698 -1.623  O102 1.303, O104 1.214, O105 1.382
104 O 6.648 -2.317 -0.530  C103 1.214
105 O 6.979 -3.541 -2.467  C103 1.382, C106 1.393
106 C 8.070 -4.234 -1.949  O105 1.393, H110 1.090, H111 1.090, H112 1.090
107 H 5.515 -2.824 -4.277  C101 1.090
108 H 3.998 -2.058 -3.908  C101 1.090
109 H 4.173 -3.704 -3.369  C101 1.090
110 H 7.760 -5.087 -1.345  C106 1.090
111 H 8.843 -3.615 -1.493  C106 1.090
112 H 8.525 -4.724 -2.810  C106 1.090
113 C -1.254 -3.149 -3.925  O114 1.360, H119 1.090, H120 1.090, H121 1.090
114 O -1.645 -2.176 -4.791  C113 1.360, C115 1.416
115 C -0.798 -1.774 -5.853  O114 1.416, O116 1.204, O117 1.358
116 O 0.208 -2.368 -6.140  C115 1.204
117 O -1.298 -0.613 -6.346  C115 1.358, C118 1.424
118 C -1.028 -0.273 -7.702  O117 1.424, H122 1.090, H123 1.090, H124 1.090
119 H -0.278 -3.073 -3.446  C113 1.090
120 H -1.160 -4.041 -4.545  C113 1.090
121 H -1.954 -3.438 -3.140  C113 1.090
122 H 0.030 -0.382 -7.944  C118 1.090
123 H -1.226 0.759 -7.988  C118 1.090
124 H -1.558 -0.953 -8.369  C118 1.090
125 C -2.073 1.031 0.254  O126 1.369, H131 1.090, H132 1.090, H133 1.090
126 O -1.335 0.502 -0.771  C125 1.369, C127 1.391
127 C -0.281 -0.349 -0.455  O126 1.391, O128 1.197, O129 1.361
128 O -0.020 -0.676 0.666  C127 1.197
129 O 0.396 -0.669 -1.591  C127 1.361, C130 1.380
130 C 1.424 -1.589 -1.618  O129 1.380, H134 1.090, H135 1.090, H136 1.090
131 H -1.982 0.584 1.244  C125 1.090
132 H -3.121 0.806 0.055  C125 1.090
133 H -1.980 2.113 0.348  C125 1.090
134 H 1.863 -1.629 -2.615  C130 1.090
135 H 1.110 -2.526 -1.157  C130 1.090
136 H 2.298 -1.294 -1.036  C130 1.090
137 C -4.482 -5.013 5.160  O138 1.418, H143 1.090, H144 1.090, H145 1.090
138 O -4.013 -4.069 4.212  C137 1.418, C139 1.329
139 C -4.286 -2.771 4.293  O138 1.329, O140 1.275, O141 1.288
140 O -4.683 -2.171 5.346  C139 1.275
141 O -4.131 -2.276 3.114  C139 1.288, C142 1.476
142 C -4.214 -0.809 2.979  O141 1.476, H146 1.090, H147 1.090, H148 1.090
143 H -4.204 -5.968 4.714  C137 1.090
144 H -5.501 -4.857 5.515  C137 1.090
145 H -3.877 -5.007 6.066  C137 1.090
146 H -4.188 -0.648 1.901  C142 1.090
147 H -3.361 -0.214 3.303  C142 1.090
148 H -5.186 -0.434 3.298  C142 1.090

=====

DFT (the ωB97M-V functional and the def2-TZVPD basis) results for a cluster of 3 separate species, C25H39B2FIN3O7S in total.

Calculated values
DFT total energy   -2512.5255 a.u.
SMILES   CCB(O)[C@](OC[C@@H](O)N(Cc1ccccc1C)B(O)OC)([C@H](I)CC)S(=O)(=O)F.c1cc[nH]c1.c1cc[nH]c1
LUMO level   -0.16 eV

Each atom is followed by the atoms it is bonded to, with distances in Å.
CARTESIAN COORDINATES (ANGSTROEM)
1 C 5.732 1.823 0.510  C2 1.543, H31 1.085, H32 1.085, H33 1.086
2 C 4.581 1.519 -0.471  C1 1.543, B3 1.564, H34 1.094, H35 1.086
3 B 4.064 0.043 -0.470  C2 1.564, O4 1.367, C5 1.649
4 O 4.729 -0.944 0.203  B3 1.367, H36 0.963
5 C 2.650 -0.327 -1.232  B3 1.649, O6 1.397, C23 1.527, S27 1.851
6 O 1.686 0.326 -0.461  C5 1.397, C7 1.426
7 C 0.326 0.166 -0.858  O6 1.426, C8 1.535, H37 1.088, H38 1.088
8 C -0.514 1.368 -0.405  C7 1.535, O9 1.412, N10 1.448, H39 1.087
9 O 0.256 2.500 -0.061  C8 1.412, H40 0.962
10 N -1.578 1.619 -1.355  C8 1.448, C11 1.480, B19 1.488
11 C -2.796 2.139 -0.695  N10 1.480, C12 1.506, H41 1.088, H42 1.087
12 C -3.918 1.134 -0.718  C11 1.506, C13 1.395, C17 1.404
13 C -4.278 0.480 0.461  C12 1.395, C14 1.396, H43 1.082
14 C -5.290 -0.481 0.492  C13 1.396, C15 1.390, H44 1.079
15 C -5.971 -0.803 -0.676  C14 1.390, C16 1.392, H45 1.077
16 C -5.638 -0.143 -1.854  C15 1.392, C17 1.402, H46 1.079
17 C -4.626 0.827 -1.891  C12 1.404, C16 1.402, C18 1.505
18 C -4.336 1.509 -3.202  C17 1.505, H47 1.088, H48 1.086, H49 1.083
19 B -1.156 2.459 -2.508  N10 1.488, O20 1.367, O21 1.364
20 O -0.700 1.843 -3.641  B19 1.367, H50 0.961
21 O -1.234 3.820 -2.462  B19 1.364, C22 1.430
22 C -0.117 4.548 -2.977  O21 1.430, H51 1.088, H52 1.085, H53 1.084
23 C 2.392 -1.813 -1.467  C5 1.527, I24 2.164, C25 1.524, H54 1.083
24 I 1.933 -2.802 0.403  C23 2.164
25 C 3.520 -2.579 -2.147  C23 1.524, C26 1.542, H55 1.086, H56 1.082
26 C 3.030 -3.872 -2.829  C25 1.542, H57 1.083, H58 1.085, H59 1.085
27 S 2.746 0.388 -2.937  C5 1.851, O28 1.426, O29 1.424, F30 1.562
28 O 1.793 -0.240 -3.791  S27 1.426
29 O 4.096 0.435 -3.387  S27 1.424
30 F 2.294 1.858 -2.656  S27 1.562
31 H 5.504 2.670 1.149  C1 1.085
32 H 5.991 0.982 1.145  C1 1.085
33 H 6.627 2.087 -0.045  C1 1.086
34 H 3.729 2.151 -0.201  C2 1.094
35 H 4.871 1.860 -1.460  C2 1.086
36 H 4.331 -1.184 1.047  O4 0.963
37 H -0.086 -0.712 -0.365  C7 1.088
38 H 0.199 0.010 -1.927  C7 1.088
39 H -1.009 1.070 0.515  C8 1.087
40 H 1.054 2.560 -0.595  O9 0.962
41 H -2.605 2.400 0.344  C11 1.088
42 H -3.142 3.053 -1.172  C11 1.087
43 H -3.765 0.724 1.383  C13 1.082
44 H -5.540 -0.985 1.413  C14 1.079
45 H -6.745 -1.553 -0.680  C15 1.077
46 H -6.162 -0.383 -2.766  C16 1.079
47 H -3.433 1.087 -3.639  C18 1.088
48 H -4.147 2.571 -3.072  C18 1.086
49 H -5.138 1.369 -3.915  C18 1.083
50 H -0.909 0.907 -3.592  O20 0.961
51 H 0.644 3.898 -3.402  C22 1.088
52 H -0.462 5.203 -3.770  C22 1.085
53 H 0.323 5.127 -2.172  C22 1.084
54 H 1.495 -1.966 -2.054  C23 1.083
55 H 4.045 -1.975 -2.882  C25 1.086
56 H 4.261 -2.854 -1.408  C25 1.082
57 H 3.262 -3.857 -3.886  C26 1.083
58 H 1.974 -4.058 -2.664  C26 1.085
59 H 3.573 -4.722 -2.425  C26 1.085
60 C 0.039 -5.188 5.142  C61 1.422, C64 1.369, H65 1.077
61 C -0.930 -5.967 4.452  C60 1.422, C62 1.369, H66 1.077
62 C -0.831 -5.657 3.122  C61 1.369, N63 1.368, H67 1.076
63 N 0.158 -4.722 2.984  C62 1.368, C64 1.368, H68 1.004
64 C 0.694 -4.432 4.209  C60 1.369, N63 1.368, H69 1.077
65 H 0.231 -5.185 6.202  C60 1.077
66 H -1.619 -6.673 4.883  C61 1.077
67 H -1.375 -6.020 2.268  C62 1.076
68 H 0.445 -4.310 2.114  N63 1.004
69 H 1.492 -3.715 4.310  C64 1.077
70 C -1.476 1.094 5.165  C71 1.421, C74 1.369, H75 1.077
71 C -1.032 2.384 5.562  C70 1.421, C72 1.370, H76 1.077
72 C -0.658 3.054 4.428  C71 1.370, N73 1.367, H77 1.076
73 N -0.855 2.220 3.363  C72 1.367, C74 1.368, H78 1.006
74 C -1.356 1.025 3.802  C70 1.369, N73 1.368, H79 1.077
75 H -1.841 0.308 5.805  C70 1.077
76 H -0.994 2.775 6.565  C71 1.077
77 H -0.270 4.048 4.288  C72 1.076
78 H -0.659 2.453 2.404  N73 1.006
79 H -1.583 0.229 3.112  C74 1.077

=====

- Number 1 is which compound?
  C31H62O47S8